Formula: C17H32BrI2N4O4
Source: the Open Molecules 2025 dataset
Level of theory: wB97M-V/def2-TZVPD

Geometry as XYZ:
```
60
Properties=species:S:1:pos:R:3:lowdin_charge:R:1
C 2.36331 0.37518 0.10156 -0.09
C 3.16577 1.55578 -0.42035 -0.31
C 2.31518 2.46754 -1.29617 -0.71
I 3.47940 3.14637 -2.98338 0.94
C 1.74398 3.67210 -0.56885 -0.37
C 1.10078 3.35860 0.75939 -0.09
N -0.22189 2.69765 0.50296 0.13
C -1.04560 3.65637 -0.01891 -0.34
N -2.34024 3.59779 0.27621 0.00
C -3.34511 3.99210 -0.72144 -0.11
C -3.45693 2.80408 -1.68307 -0.77
O -3.98677 1.78081 -1.33131 0.07
Br -2.62592 3.01569 -3.40874 0.79
C -2.83090 3.10452 1.54992 -0.15
C -3.34168 4.24205 2.41350 -0.81
O -3.89286 5.21653 2.00593 0.04
I -3.02523 3.94554 4.52778 0.88
N -0.60596 4.61881 -0.81901 0.13
C 0.72372 4.41974 -1.45343 -0.11
H 2.98286 -0.34768 0.60784 0.08
H 1.83501 -0.11374 -0.70560 0.08
H 1.60447 0.69696 0.80836 0.05
H 3.61802 2.10664 0.39562 0.12
H 3.98718 1.14502 -0.98431 0.08
H 1.51634 1.86926 -1.72402 0.08
H 2.59317 4.31872 -0.37212 0.13
H 1.68962 2.72241 1.39472 0.12
H 0.87662 4.29680 1.23963 0.14
H -0.11989 1.94479 -0.17520 0.15
H -4.29512 4.14280 -0.24444 0.13
H -3.09274 4.90833 -1.22636 0.11
H -2.09122 2.51163 2.05481 0.09
H -3.67511 2.45073 1.36227 0.14
H -0.74819 5.54216 -0.42960 0.18
H 1.09678 5.38592 -1.73796 0.13
H 0.56464 3.84162 -2.35018 0.09
C -0.07049 -1.89858 1.23525 -0.12
O 0.75177 -2.38278 0.19166 -0.21
C 1.90290 -3.09152 0.64964 -0.22
C 1.80497 -4.56460 0.31952 -0.21
N 0.77341 -5.21526 1.11596 -0.05
C 0.46164 -6.58323 0.70400 -0.19
C -0.13841 -6.79728 -0.68180 -0.22
O -1.44408 -6.27366 -0.83924 -0.17
C -1.51575 -4.91083 -1.20596 -0.10
H -0.83824 -1.26929 0.78321 0.08
H -0.56619 -2.71139 1.77369 0.08
H 0.50398 -1.29465 1.94572 0.08
H 2.06021 -2.93873 1.72120 0.13
H 2.76665 -2.67705 0.12122 0.11
H 2.76750 -5.03884 0.52910 0.13
H 1.61043 -4.65064 -0.75814 0.11
H -0.07322 -4.66566 1.06824 0.07
H -0.24729 -6.97983 1.43382 0.12
H 1.37021 -7.18637 0.78919 0.12
H -0.23529 -7.87592 -0.82488 0.12
H 0.51785 -6.44066 -1.48472 0.11
H -0.67124 -4.61066 -1.83185 0.09
H -1.57147 -4.26174 -0.32621 0.07
H -2.43532 -4.77048 -1.77468 0.09
```

As for the total charge: +1. As for the orbital gap: 0.23339 Eh. The LUMO energy comes out at -3.99 eV.

=====

Formula: C46H78BaN3O2P2Si
Source: the Open Molecules 2025 dataset
Level of theory: wB97M-V/def2-TZVPD

Geometry as XYZ:
```
133
Properties=species:S:1:pos:R:3:lowdin_charge:R:1
Ba 1.39491 0.86807 0.96780 1.48
C 1.35053 1.59243 -3.47119 -0.27
Si 0.68865 0.43307 -2.07752 0.50
C -1.19794 0.34015 -2.52093 -0.33
C -1.55988 -0.22962 -3.74637 -0.10
C -2.88025 -0.46028 -4.09918 -0.07
C -3.89305 -0.10993 -3.21751 -0.08
C -3.56896 0.49400 -2.01340 -0.10
C -2.23810 0.73234 -1.66129 -0.40
P -1.80111 1.56048 -0.09796 1.02
C -3.12385 1.20155 1.17262 -0.44
C -3.17278 -0.30678 1.44160 -0.22
C -3.85367 -0.61913 2.78527 -0.18
C -4.89911 0.43919 3.16617 -0.20
C -5.55611 0.98825 1.90668 -0.19
C -4.54573 1.78928 1.07027 -0.20
C -2.00089 3.38210 -0.47942 -0.41
C -0.72139 3.88247 -1.20399 -0.22
C -0.96748 4.09999 -2.69359 -0.20
C -1.97422 5.23570 -2.91038 -0.18
C -3.04758 5.23892 -1.80869 -0.19
C -3.25782 3.83648 -1.23955 -0.20
C 1.39596 -1.28656 -2.66953 -0.31
C 1.87589 -1.40260 -3.98098 -0.11
C 2.55862 -2.51973 -4.44086 -0.07
C 2.79938 -3.57614 -3.57901 -0.08
C 2.32348 -3.50973 -2.27927 -0.11
C 1.62030 -2.39492 -1.81765 -0.39
P 0.89785 -2.39078 -0.13463 1.04
C 1.92763 -3.57616 0.86176 -0.46
C 3.26866 -2.92579 1.20836 -0.24
C 4.20547 -3.90186 1.93403 -0.18
C 3.42142 -4.88732 2.81585 -0.19
C 2.13181 -4.24492 3.31604 -0.19
C 1.17366 -3.98567 2.14510 -0.21
C -0.66905 -3.39271 -0.34014 -0.42
C -1.67079 -2.61709 -1.19701 -0.23
C -2.88309 -3.48354 -1.51505 -0.17
C -2.48210 -4.65579 -2.43091 -0.18
C -0.98447 -4.96475 -2.32188 -0.19
C -0.50235 -4.83556 -0.87881 -0.18
H 0.94903 1.38856 -4.46887 0.03
H 2.44259 1.51077 -3.53392 0.02
H 1.10359 2.63403 -3.24665 -0.03
H -0.77536 -0.53040 -4.43343 0.10
H -3.11968 -0.92097 -5.04993 0.11
H -4.93002 -0.29698 -3.46756 0.11
H -4.37275 0.77359 -1.34536 0.08
H -2.65626 1.65511 2.05754 0.09
H -2.16006 -0.72595 1.43686 0.09
H -3.70404 -0.79812 0.62169 0.11
H -3.10690 -0.69349 3.58048 0.09
H -4.32752 -1.60176 2.72446 0.11
H -4.42780 1.26555 3.71030 0.11
H -5.63724 0.00961 3.84449 0.11
H -6.41314 1.61923 2.14593 0.11
H -5.94373 0.14936 1.32043 0.12
H -4.51900 2.82354 1.42242 0.11
H -4.89888 1.82989 0.04026 0.08
H -2.03008 3.83745 0.51898 0.11
H 0.09622 3.16444 -1.06479 0.03
H -0.39346 4.82732 -0.75429 0.11
H -1.34323 3.16795 -3.12530 0.11
H -0.03317 4.31427 -3.21808 0.09
H -2.43956 5.12595 -3.89183 0.11
H -1.45589 6.19800 -2.92046 0.10
H -3.98847 5.63395 -2.19426 0.11
H -2.74874 5.90576 -0.99348 0.11
H -3.47753 3.14428 -2.05725 0.11
H -4.12500 3.83092 -0.58247 0.09
H 1.72270 -0.58182 -4.67045 0.08
H 2.90977 -2.55787 -5.46482 0.11
H 3.34416 -4.45015 -3.91308 0.11
H 2.51144 -4.35560 -1.63094 0.09
H 2.13923 -4.48225 0.29300 0.09
H 3.07268 -2.04658 1.83911 0.08
H 3.74500 -2.54967 0.29704 0.10
H 4.91362 -3.33658 2.54684 0.10
H 4.80402 -4.45234 1.20546 0.11
H 4.04161 -5.22559 3.64651 0.11
H 3.16391 -5.78178 2.24137 0.12
H 2.37279 -3.30374 3.82537 0.10
H 1.64481 -4.87716 4.06002 0.11
H 0.44277 -3.22016 2.43045 0.08
H 0.59125 -4.88593 1.93829 0.12
H -1.07673 -3.44679 0.67441 0.10
H -1.20137 -2.30369 -2.13212 0.09
H -1.96443 -1.70113 -0.68839 0.08
H -3.66060 -2.87866 -1.98467 0.10
H -3.30492 -3.86090 -0.57675 0.11
H -2.72902 -4.42574 -3.46947 0.11
H -3.05958 -5.54455 -2.16578 0.11
H -0.40795 -4.28212 -2.95195 0.10
H -0.78052 -5.97031 -2.69473 0.11
H 0.53277 -5.17328 -0.81278 0.08
H -1.08143 -5.51808 -0.24860 0.12
N 3.63139 0.62997 2.92355 -0.07
C 4.84349 1.05230 2.18957 -0.26
C 5.09343 0.16362 0.97901 -0.25
N 4.02511 0.32863 -0.01917 -0.08
H 3.47162 1.26009 3.70268 0.08
H 3.79867 -0.28254 3.33765 0.07
H 5.73504 1.04093 2.82351 0.12
H 4.68883 2.08214 1.85882 0.10
H 5.10851 -0.88148 1.30153 0.10
H 6.08559 0.38317 0.57518 0.12
H 4.06603 -0.39662 -0.72923 0.08
H 4.16065 1.20856 -0.50614 0.06
C 0.09227 1.03800 5.55380 -0.13
C 0.62039 -0.40068 5.35129 -0.13
C 0.18818 -0.75815 3.92582 -0.21
O -0.05004 0.49409 3.27111 -0.37
C -0.65707 1.33717 4.25499 -0.19
H 0.91625 1.73698 5.69334 0.11
H -0.56217 1.12675 6.41831 0.12
H 0.21209 -1.10223 6.07562 0.12
H 1.70555 -0.43040 5.44551 0.10
H -0.73018 -1.35126 3.91817 0.12
H 0.95092 -1.29532 3.35672 0.08
H -1.71735 1.07798 4.34522 0.11
H -0.57468 2.36888 3.91549 0.13
C 2.47506 5.97622 0.03324 -0.01
N 2.59692 4.97097 -1.00916 -0.16
C 2.67349 5.44777 -2.37942 -0.02
C 2.63758 3.67758 -0.72493 -0.35
O 2.57604 3.18503 0.41353 -0.24
H 3.35233 6.62450 0.03360 0.10
H 2.38893 5.48115 0.99524 0.09
H 1.58963 6.58668 -0.14691 0.10
H 3.57203 6.05006 -2.52127 0.10
H 1.80181 6.06221 -2.60842 0.09
H 2.69527 4.60278 -3.06528 0.09
H 2.70599 3.03795 -1.61669 0.12
```

As for the total charge: +1. The calculation puts the energy relative to the best compared isomer or geometry (same formula, charge and spin) at 0.0 kcal per mole. As for the orbital gap: 0.22751 Eh. The LUMO energy comes out at -2.15 eV.

=====

Formula: C29H38BrN4O18PS
Source: the Open Molecules 2025 dataset
Level of theory: wB97M-V/def2-TZVPD

Geometry as XYZ:
```
92
Properties=species:S:1:pos:R:3:lowdin_charge:R:1
C -3.22034 4.17002 6.96793 0.02
C -1.88647 4.85384 7.00115 -0.52
O -1.13003 4.77655 7.93473 0.12
O -1.56775 5.61564 5.90508 -0.02
C -0.78808 4.88138 4.95665 -0.19
C -0.09843 5.83465 4.00320 -0.13
C 1.04581 5.14275 3.21522 -0.12
C 0.93667 3.64308 3.16698 -0.15
C 1.75949 2.83914 3.90324 -0.16
N 2.74431 3.40302 4.68536 0.15
C 3.05605 3.07962 5.87734 -0.37
C 2.08072 2.96776 7.02082 0.00
C 4.50197 2.79451 6.20010 -0.03
C 1.64463 1.39249 3.80886 -0.24
N 2.55607 0.63056 4.56219 0.12
C 0.70867 0.79608 3.00798 -0.33
P 0.55420 -1.01880 2.97050 0.59
O -0.49832 -1.39622 1.80441 -0.37
Br 2.53372 -1.56335 2.02018 0.33
C -0.15002 1.63422 2.22579 -0.36
N -1.10049 1.27100 1.36823 -0.26
S -1.74085 2.60016 0.74049 0.99
N -0.87202 3.71885 1.51278 -0.21
C -0.03098 3.06896 2.30568 -0.33
H -3.32953 3.56095 6.07195 0.09
H -3.99993 4.93040 7.01270 0.09
H -3.31467 3.52644 7.83652 0.09
H -1.38983 4.15521 4.40381 0.13
H -0.03030 4.31502 5.50441 0.10
H 0.31895 6.68405 4.53983 0.12
H -0.84409 6.20145 3.29864 0.11
H 2.03378 5.44864 3.55038 0.11
H 0.95776 5.46962 2.17681 0.11
H 1.68363 1.95504 7.13990 0.09
H 2.62936 3.16865 7.94238 0.09
H 1.27222 3.69081 6.96718 0.06
H 4.95371 2.38623 5.30140 0.08
H 4.54386 2.03207 6.97714 0.08
H 5.02553 3.69562 6.52002 0.09
H 2.45453 -0.36534 4.41654 0.00
H 2.40490 0.78437 5.55277 0.08
H -0.13644 -1.25001 0.91573 0.01
C 1.19126 0.57409 -1.06116 -0.10
C 0.69626 1.06634 -2.40531 -0.08
O 0.65614 -0.14635 -3.17860 0.05
C 0.54191 -1.18225 -2.32179 -0.55
O 0.31766 -2.30409 -2.65620 0.15
O 0.71346 -0.78262 -1.04842 0.03
H 0.78407 1.13121 -0.22053 0.10
H 2.27882 0.56084 -0.98777 0.14
H -0.31119 1.48113 -2.35577 0.13
H 1.35846 1.79167 -2.86842 0.14
C -3.92064 -2.41212 5.20819 -0.11
C -3.14637 -1.88510 4.01577 -0.12
O -2.70047 -0.61004 4.48920 0.03
C -2.66889 -0.64519 5.84141 -0.58
O -2.18383 0.19754 6.52397 0.16
O -3.26395 -1.76737 6.30525 0.06
H -3.86699 -3.49208 5.31349 0.13
H -4.96783 -2.10540 5.19673 0.13
H -2.27432 -2.49563 3.77663 0.12
H -3.75335 -1.76908 3.12235 0.13
C 0.60548 -3.22503 -6.28984 -0.10
C 0.79224 -1.79133 -5.83488 -0.11
O 1.78793 -1.31112 -6.75019 0.07
C 1.73843 -2.06958 -7.86534 -0.57
O 2.31903 -1.82654 -8.87489 0.16
O 0.93917 -3.14441 -7.68349 0.06
H -0.40751 -3.59553 -6.15913 0.12
H 1.29942 -3.91106 -5.80148 0.14
H -0.11278 -1.19301 -5.95513 0.14
H 1.13675 -1.71405 -4.81668 0.09
C -2.69992 -5.00959 -2.34241 -0.11
C -1.78940 -4.28984 -3.31596 -0.13
O -2.00839 -5.02200 -4.52869 0.04
C -3.22411 -5.62095 -4.45355 -0.57
O -3.76773 -6.15954 -5.35815 0.17
O -3.72850 -5.51393 -3.19987 0.06
H -3.12130 -4.35518 -1.58414 0.13
H -2.20577 -5.85057 -1.85300 0.13
H -2.08251 -3.25125 -3.47413 0.13
H -0.74551 -4.32108 -3.03032 0.11
C 1.81236 -2.99587 -12.04616 -0.12
C 0.77836 -4.05716 -11.73569 -0.12
O 0.44647 -4.54877 -13.03951 0.06
C 1.48840 -4.29235 -13.86782 -0.58
O 1.59392 -4.72056 -14.96983 0.16
O 2.38990 -3.48331 -13.26446 0.06
H 2.56570 -2.89617 -11.27137 0.12
H 1.36494 -2.01902 -12.23585 0.13
H 1.18671 -4.87654 -11.14217 0.13
H -0.10398 -3.66525 -11.23790 0.13
```

As for the orbital gap: 0.26771 Eh. The LUMO energy comes out at -1.07 eV.

=====

Per-record E_HOMO, eV: -10.3; -8.3; -8.4